A molecular structure, C32H37N4O10P2S2W, computed with ωB97M-V/def2-TZVPD.

Structure (XYZ):
```
88
Properties=species:S:1:pos:R:3:mulliken_charge:R:1
W 0.92292 -0.28720 -0.17522 -0.13
O 1.69358 -0.43783 1.55323 1.70
C 2.75298 -0.84509 2.27912 0.06
C 2.55538 -1.12954 3.62128 -0.55
C 3.64463 -1.53330 4.38630 -0.82
C 4.91605 -1.63093 3.82527 -0.98
C 5.09447 -1.32547 2.48794 -1.00
C 4.00599 -0.93834 1.70229 0.54
C 4.17353 -0.66508 0.29804 -0.37
N 3.25689 -0.40060 -0.55453 -0.14
C 3.72364 -0.26368 -1.94926 -0.96
C 2.56171 -0.62696 -2.83961 -0.73
N 1.49755 0.19456 -2.27471 0.05
C 1.19741 1.27756 -2.89707 -0.77
C 0.67268 2.45505 -2.27456 0.61
C 0.18436 3.52343 -3.03298 -0.55
C -0.13409 4.71437 -2.41752 -1.09
C 0.07118 4.84298 -1.04407 -0.74
C 0.58109 3.79900 -0.28566 -0.93
C 0.88487 2.60067 -0.90629 1.09
O 1.45703 1.57780 -0.19957 -0.46
H 1.57418 -0.99667 4.06415 0.67
H 3.49950 -1.76153 5.43420 0.52
H 5.75648 -1.93739 4.43135 0.48
H 6.07770 -1.39197 2.03653 0.51
H 5.19874 -0.71710 -0.07026 0.53
H 4.58598 -0.90465 -2.12662 0.76
H 4.01225 0.77369 -2.12996 0.30
H 2.32164 -1.68293 -2.79500 -0.15
H 2.75375 -0.35701 -3.87754 0.72
H 1.48667 1.34255 -3.94584 0.60
H 0.06459 3.40333 -4.10357 0.53
H -0.51567 5.54500 -2.99420 0.49
H -0.15557 5.78196 -0.55554 0.52
H 0.77240 3.92538 0.76942 0.50
C 0.21644 -5.36122 0.32588 -1.62
C -0.38997 -4.03682 -0.13093 1.04
O -1.61308 -4.18125 -0.82563 -0.41
P -0.75342 -2.88118 1.25987 0.84
O 0.16319 -3.28625 2.44990 -0.73
O -2.22647 -3.04623 1.70478 -0.41
O -0.56675 -1.46529 0.77871 0.37
P 0.79949 -3.01135 -1.07819 0.11
O 1.48808 -3.86815 -2.19277 -0.55
O 1.75154 -2.37711 -0.06326 -0.42
O 0.14652 -1.78809 -1.69934 -0.77
H -0.46720 -5.88733 0.99240 0.37
H 1.15789 -5.21643 0.85641 0.38
H 0.39126 -6.00333 -0.54047 0.52
H -1.55709 -4.92700 -1.44108 0.33
H 0.94378 -2.74171 2.64441 0.37
H -2.66781 -3.90153 1.62657 0.39
H 1.98321 -4.66236 -1.95347 0.39
O -0.79443 0.43356 -0.90860 0.33
S -1.90458 -0.06460 -1.92534 0.15
C -2.62372 1.46946 -2.40514 1.05
C -2.83808 2.50234 -1.49902 0.11
C -3.49969 3.63037 -1.94878 -0.86
C -3.93321 3.71230 -3.27074 -0.57
C -3.69610 2.67476 -4.16056 -0.94
C -3.02638 1.53525 -3.73172 -0.49
C -3.18522 -0.78936 -0.95048 1.24
C -3.60813 -0.27786 0.26948 0.14
C -4.69816 -0.87034 0.88057 -1.02
C -5.35099 -1.94112 0.27156 -0.72
C -4.90780 -2.43984 -0.94509 -0.87
C -3.80249 -1.87079 -1.56384 -0.57
H -2.48498 2.43418 -0.47746 0.19
H -3.68418 4.45077 -1.26773 0.50
H -4.45853 4.59578 -3.60846 0.48
H -4.02847 2.74791 -5.18711 0.48
H -2.83378 0.71780 -4.41680 0.50
H -3.11153 0.56644 0.73158 0.20
H -5.05295 -0.48725 1.82799 0.49
H -6.21545 -2.38393 0.74855 0.48
H -5.42021 -3.26751 -1.41685 0.48
H -3.44164 -2.25600 -2.51018 0.51
C 0.47805 3.20000 5.00033 -1.06
N -0.20112 2.38319 3.99456 -0.17
C 0.35935 1.95392 2.87266 0.56
N 1.64491 2.21733 2.65628 -0.09
S -0.62895 1.08003 1.75941 -0.10
H -0.15122 3.24592 5.88331 0.37
H 0.65357 4.21344 4.63867 0.34
H 1.42174 2.73857 5.29211 0.32
H -1.18499 2.19530 4.11061 0.28
H 2.20475 2.71805 3.32672 0.27
H 2.05849 1.95052 1.77620 0.01
```

Output
Total charge = +3
E_LUMO = -9.3 eV
Frontier orbital gap = 0.25361 Ha
Energy relative to the best compared isomer or geometry (same formula, charge and spin) = 53.1 kJ/mol
Highest occupied orbital energy = -16.169 eV

=====

A molecular structure, C26H43Cl3InN3O3Si in a non-equilibrium geometry, computed with ωB97M-V/def2-TZVPD.

Structure (XYZ):
```
80
Properties=species:S:1:pos:R:3:mulliken_charge:R:1
C 2.97124 4.82822 1.64345 -1.40
C 2.53886 3.74460 2.59118 0.19
H 3.41661 5.67613 2.18033 0.41
H 2.12843 5.21590 1.05062 0.14
H 3.72909 4.43914 0.94974 0.30
C 2.50211 3.91544 3.92165 0.10
C 2.35677 5.27249 4.54745 -1.55
H 2.53383 3.05116 4.59811 0.34
H 1.60070 5.90230 4.03864 0.31
H 3.31551 5.81657 4.55996 0.36
H 2.00498 5.17439 5.58115 0.39
In -0.73653 -0.53252 -1.85783 1.45
Cl 1.51838 -0.99994 -2.77568 -0.48
Cl -2.61411 0.10107 -3.18429 -0.48
H -2.88849 -4.18165 -4.88419 0.31
H -0.50367 -3.62113 -6.63352 0.34
C -2.68160 -3.10943 -4.77111 -0.91
C -0.64684 -2.65212 -6.12733 -0.94
N -1.24989 -2.87337 -4.82190 0.33
H -3.10465 -2.75739 -3.82592 0.31
C -0.51414 -2.97601 -3.71819 -0.27
O -1.01927 -2.81603 -2.56837 -0.79
H 0.32617 -2.14810 -6.00850 0.34
H 0.56367 -3.18187 -3.83680 0.67
H -3.12968 -2.57785 -5.61143 0.29
H -1.33941 -2.01843 -6.70555 0.30
H -1.41414 4.08506 0.64803 0.14
H -1.11079 3.07560 3.51071 0.27
C -2.39691 3.69410 0.94162 -0.83
C -2.14240 2.81492 3.23581 -1.03
N -2.27161 2.55371 1.81941 0.43
H -2.96074 3.42296 0.04928 0.25
C -2.27442 1.26621 1.38355 0.34
O -2.75298 0.83449 0.31654 -0.64
H -2.42954 1.90271 3.77872 0.34
H -1.78692 0.59778 2.12262 0.00
H -2.91515 4.48093 1.50413 0.37
H -2.78991 3.64802 3.53013 0.40
O 0.79245 2.96841 1.37492 -0.65
C 1.92509 2.50998 1.93914 0.31
C 0.67370 0.79069 3.42796 0.78
C 1.84672 1.16059 2.77586 -0.37
H -0.20128 1.42773 3.30152 0.02
C 0.60007 -0.36447 4.20863 -0.57
H 2.65831 2.28306 1.11318 0.06
C 2.95170 0.30881 2.85472 -0.57
H -0.35019 -0.62017 4.68214 0.41
C 1.74042 -1.14603 4.38091 -0.52
C 2.90830 -0.83142 3.67392 -0.76
H 3.85270 0.53571 2.27524 0.42
H 1.70832 -2.00315 5.06141 0.51
H 3.79124 -1.46896 3.77608 0.39
Si 0.07520 3.03022 -2.92526 0.49
Cl 0.01697 1.60122 -1.00429 -0.20
C -1.64557 3.68087 -3.34789 -0.88
C 0.55200 1.92402 -4.37127 -0.87
C 1.29593 4.34985 -2.47963 -0.92
H -2.33799 3.63261 -2.49413 0.22
H -2.07314 3.07605 -4.16736 0.28
H -1.57785 4.73515 -3.68200 0.37
H 0.82909 5.15728 -1.88893 0.28
H 1.73815 4.78229 -3.39155 0.43
H 2.09679 3.91527 -1.86171 0.23
H 1.50227 1.39497 -4.19678 0.26
H 0.67779 2.52001 -5.29565 0.41
H -0.23056 1.17712 -4.56818 0.13
C -0.15060 -4.34406 3.40167 -1.64
C -0.34384 -3.31687 2.32873 1.27
C -1.59745 -2.81525 1.99589 -0.76
C -1.75954 -1.97991 0.90208 -0.65
N -0.71273 -1.59464 0.13161 0.11
C 0.52789 -1.97515 0.52430 -0.06
C 0.72594 -2.86025 1.56720 -0.85
H -0.90150 -4.24390 4.19382 0.39
H -0.24335 -5.35757 2.98327 0.36
H 0.84174 -4.26463 3.85929 0.37
H -2.46043 -3.07959 2.60045 0.41
H -2.74071 -1.58600 0.63584 0.58
H 1.37524 -1.58211 -0.04365 0.41
H 1.73453 -3.19263 1.78974 0.31
```

Output
Total charge = 0
E_LUMO = -0.1 eV
Frontier orbital gap = 0.21280 Ha
Energy relative to the best compared isomer or geometry (same formula, charge and spin) = 398.7 kJ/mol
Highest occupied orbital energy = -5.909 eV

=====

6 unconnected molecules or ions with the total composition C21H48Cl2N3O6S5 in a non-equilibrium geometry, computed with ωB97M-V/def2-TZVPD.

Structure (XYZ):
```
85
Properties=species:S:1:pos:R:3:mulliken_charge:R:1
C 1.78077 -0.61470 1.93818 -1.08
C 1.98389 -1.57709 0.71482 -0.11
C 1.57371 -0.97614 -0.68233 -0.48
C 0.21937 -0.19337 -0.70305 0.92
O -0.82604 -0.85180 -1.51044 -0.37
C -2.05014 -0.42546 -1.11651 0.50
C -3.19487 -1.19977 -0.63296 -0.85
N -4.27759 -0.35901 -0.28180 0.31
C -5.60265 -0.73246 0.28343 0.08
N -6.06157 0.28578 1.24735 -0.52
C -3.86550 0.93666 -0.55262 -0.05
N -2.58029 0.88108 -1.02098 0.32
C -1.88141 2.11518 -1.34695 -0.73
Cl -1.65670 2.62234 -3.03736 -0.10
C -1.38694 2.83939 -0.28644 0.92
C -0.58126 4.14643 -0.47199 -1.10
Cl -1.65819 2.28431 1.39543 -0.14
H 2.18675 -1.10364 2.86545 0.38
H 2.22878 0.39966 1.81225 0.24
H 0.68080 -0.48180 2.11467 0.26
H 3.09213 -1.78679 0.65328 0.08
H 1.50242 -2.58360 0.84751 0.30
H 2.38668 -0.25696 -0.97775 -0.03
H 1.56833 -1.77595 -1.46991 0.33
H 0.41700 0.79604 -1.20913 -0.35
H -0.20485 0.05295 0.29944 -0.05
H -3.24302 -2.30574 -0.51774 0.53
H -6.39545 -0.90422 -0.48038 0.27
H -5.42384 -1.66056 0.87993 -0.22
H -6.22385 1.17951 0.78754 0.24
H -5.35284 0.39557 1.97508 0.27
H -4.44839 1.87191 -0.41646 0.31
H -0.76546 4.90576 0.32918 0.36
H 0.51122 3.87635 -0.46508 0.24
H -0.77651 4.64504 -1.45959 0.37
C -6.91754 -4.73171 0.67576 -1.04
S -5.68427 -4.16368 1.86363 0.78
O -4.34624 -4.25579 1.19672 -0.69
C -5.83876 -5.57259 2.97302 -1.09
H -6.96641 -4.01147 -0.14054 0.28
H -6.63294 -5.70829 0.28174 0.37
H -7.89058 -4.79185 1.16427 0.36
H -5.62427 -6.49522 2.43220 0.41
H -6.84835 -5.60141 3.38332 0.36
H -5.12182 -5.45100 3.78356 0.32
C 4.21763 3.50349 -3.25846 -1.08
S 3.07449 2.43309 -2.37009 0.58
O 3.78233 1.14943 -2.10013 -0.70
C 1.95746 2.14857 -3.75767 -0.85
H 5.02826 3.77547 -2.58751 0.36
H 4.62421 2.97674 -4.12185 0.33
H 3.69333 4.40626 -3.57915 0.44
H 2.50414 1.70598 -4.59127 0.39
H 1.50893 3.09536 -4.06215 0.33
H 1.17305 1.46413 -3.43484 0.17
C 5.52615 -4.83943 -0.36716 -0.91
S 6.05973 -3.22384 0.22790 0.39
O 4.86290 -2.54489 0.80651 -0.61
C 6.34616 -2.50860 -1.40135 -0.89
H 5.25484 -5.44963 0.49331 0.32
H 4.66032 -4.72690 -1.02102 0.27
H 6.34564 -5.31656 -0.90572 0.37
H 5.42796 -2.54404 -1.98909 0.26
H 7.13881 -3.06210 -1.90624 0.39
H 6.65407 -1.47184 -1.27190 0.31
C -7.12946 0.13474 5.32875 -1.02
S -5.82216 -0.96128 4.74795 0.56
O -6.47686 -2.18120 4.19534 -0.57
C -5.18909 -1.38169 6.38176 -1.03
H -7.68827 0.49032 4.46377 0.30
H -7.79907 -0.40835 5.99637 0.35
H -6.68652 0.98505 5.84904 0.40
H -5.98222 -1.82813 6.98238 0.32
H -4.80950 -0.48182 6.86723 0.37
H -4.37723 -2.09789 6.26162 0.32
C 7.40086 5.90962 -4.17145 -0.94
S 8.11990 4.33403 -3.66985 0.45
O 7.10368 3.62504 -2.83698 -0.55
C 9.34135 5.03636 -2.54640 -0.97
H 6.57758 5.70885 -4.85623 0.30
H 7.02506 6.44179 -3.29642 0.30
H 8.15697 6.50827 -4.68030 0.40
H 8.84169 5.62382 -1.77513 0.30
H 10.03373 5.66373 -3.10891 0.39
H 9.88998 4.21842 -2.08159 0.32
```

Output
Total charge = +1
E_LUMO = -2.5 eV
Frontier orbital gap = 0.28402 Ha
Highest occupied orbital energy = -10.233 eV